Here is a cluster of 2 separate species, C3H7NO2 in total at a distorted geometry from the OMol25 dataset. Energies are from the ωB97M-V functional and the def2-TZVPD basis.

Calculated values
SMILES: CC=O.NC=O
HOMO, eV: -9.8
Charge: 0
F_max, eV/A: 3.30
ΔE to the lowest compared entry with this formula, charge and spin, kJ/mol: 141.4

Structure (XYZ):
```
13
C3H7NO2 the ωB97M-V functional and the def2-TZVPD basis
O -1.130 -0.989 -1.085
C -1.243 -1.625 -0.049
C -0.209 -1.425 1.033
H -1.772 -2.584 -0.160
H 0.768 -1.401 0.553
H -0.272 -0.414 1.421
H -0.262 -2.254 1.750
C 0.918 2.092 -0.052
N 0.399 1.446 -1.130
O 1.014 1.656 1.077
H 1.316 3.104 -0.223
H 0.692 1.769 -2.036
H -0.220 0.627 -1.099
```

***

Here is the molecule C19H23ClO4 at a distorted geometry from the OMol25 dataset. Energies are from the ωB97M-V functional and the def2-TZVPD basis.

Calculated values
SMILES: COc1ccc(CC[C@@]2(C3CCCC3)CC(=O)CC(=O)O2)cc1Cl
HOMO, eV: -8.7
Charge: 0
F_max, eV/A: 3.06

Structure (XYZ):
```
47
C19H23ClO4 the ωB97M-V functional and the def2-TZVPD basis
O -1.516 1.956 -1.419
O 1.243 -1.287 -3.160
Cl -4.705 -2.280 -1.007
O -5.126 0.511 -0.276
O -0.125 0.724 -0.043
C -0.624 1.111 -1.271
C 0.545 -0.857 -2.273
C -3.258 0.708 1.307
C -2.127 0.119 1.946
C -2.609 -1.912 0.713
C -3.686 -1.327 0.073
C -4.024 0.005 0.366
C -1.786 -1.177 1.563
C -4.844 1.605 -1.153
C -0.226 0.434 -2.516
C 0.617 -1.462 -0.872
C -0.403 -1.735 1.969
C 4.161 1.619 0.500
C 4.676 0.250 0.121
C 2.658 1.401 0.863
C 3.471 -0.590 -0.274
C 0.749 -0.818 1.603
C 2.242 0.367 -0.165
C 0.851 -0.305 0.125
H -3.490 1.721 1.612
H -1.495 0.725 2.594
H -2.338 -2.913 0.391
H -4.134 2.354 -0.724
H -4.366 1.191 -2.045
H -5.709 2.193 -1.441
H -1.105 0.284 -3.168
H 0.431 1.113 -3.099
H 1.402 -2.197 -0.828
H -0.309 -2.007 -0.689
H -0.406 -1.807 3.051
H -0.242 -2.724 1.522
H 4.263 2.318 -0.353
H 4.713 2.019 1.362
H 5.102 -0.231 0.991
H 5.393 0.337 -0.695
H 2.042 2.303 0.698
H 2.610 1.091 1.924
H 3.541 -1.009 -1.290
H 3.393 -1.425 0.430
H 1.656 -1.328 1.880
H 0.684 0.052 2.274
H 2.210 0.880 -1.117
```

***

Here is a cluster of 2 separate species, CH9N5O in total at a distorted geometry from the OMol25 dataset. Energies are from the ωB97M-V functional and the def2-TZVPD basis.

Calculated values
HOMO (spin up / spin down), eV: -6.9 / -6.9
Charge: 0
F_max, eV/A: 1.36
ΔE to the lowest compared entry with this formula, charge and spin, kJ/mol: 589.3

Structure (XYZ):
```
16
CH9N5O the ωB97M-V functional and the def2-TZVPD basis
C 0.701 -1.596 1.235
N 0.237 -0.398 0.557
N 0.580 0.784 1.203
N 0.640 -0.456 -1.153
N 1.002 0.608 -1.589
H -0.061 1.517 0.911
H 1.549 1.037 1.012
H 0.827 1.442 -0.993
H 1.793 -1.592 1.309
H 0.379 -2.460 0.655
H 0.278 -1.652 2.241
N -1.768 0.077 -0.882
O -1.588 1.498 -0.970
H -1.505 1.737 -1.915
H -2.129 -0.229 -1.786
H -0.934 -0.316 0.165
```

***

Here is a cluster of 5 separate species, C30H30F9N6O8S in total at a distorted geometry from the OMol25 dataset. Energies are from the ωB97M-V functional and the def2-TZVPD basis.

Calculated values
HOMO, eV: -1.7
Charge: -1
F_max, eV/A: 3.73

Structure (XYZ):
```
84
C30H30F9N6O8S the ωB97M-V functional and the def2-TZVPD basis
C -1.560 -2.658 -1.049
N -1.220 -2.519 0.383
C -1.204 -1.090 0.791
N -0.028 -0.359 0.245
C -0.529 1.003 -0.083
C 0.547 1.881 -0.858
C 0.825 3.313 -0.239
F 2.253 3.470 -0.310
F 0.581 3.380 1.150
C 0.264 4.545 -1.049
F 0.889 4.527 -2.315
F 0.722 5.732 -0.442
S -1.578 4.660 -1.324
F -1.973 3.692 -0.040
F -1.632 5.985 -0.285
F -1.287 5.716 -2.616
F -1.624 3.428 -2.438
F -3.210 4.899 -1.589
H -1.133 -1.841 -1.710
H -2.688 -2.666 -1.184
H -1.189 -3.668 -1.416
H -0.325 -2.963 0.606
H -1.097 -1.047 1.944
H -2.202 -0.602 0.554
H -1.401 0.835 -0.820
H -0.991 1.496 0.833
H 1.526 1.293 -0.792
H 0.322 1.915 -1.975
C 0.621 -0.126 -7.350
C 0.488 -1.512 -7.339
C -0.336 -2.127 -6.403
C -1.026 -1.341 -5.485
C -0.892 0.043 -5.485
C -0.064 0.651 -6.421
N -1.915 -1.973 -4.510
O -1.999 -3.191 -4.517
O -2.519 -1.242 -3.750
H 1.260 0.349 -8.084
H 1.025 -2.114 -8.064
H -0.432 -3.206 -6.404
H -1.424 0.657 -4.768
H 0.042 1.730 -6.428
C 4.089 6.321 -5.798
C 4.750 5.268 -6.422
C 4.024 4.223 -6.978
C 2.634 4.246 -6.907
C 1.966 5.292 -6.278
C 2.701 6.332 -5.722
N 1.863 3.160 -7.512
O 2.480 2.249 -8.037
O 0.645 3.231 -7.458
H 4.660 7.139 -5.369
H 5.833 5.264 -6.476
H 4.548 3.407 -7.461
H 0.884 5.312 -6.215
H 2.191 7.153 -5.232
C 0.117 -0.988 7.856
C -1.199 -0.804 7.445
C -1.550 -1.017 6.117
C -0.575 -1.420 5.209
C 0.745 -1.598 5.611
C 1.089 -1.380 6.941
N -0.945 -1.671 3.817
O -2.111 -1.485 3.499
O -0.063 -2.058 3.052
H 0.387 -0.826 8.895
H -1.952 -0.497 8.162
H -2.578 -0.870 5.810
H 1.509 -1.907 4.908
H 2.114 -1.519 7.265
C -0.840 -6.462 6.007
C -0.063 -7.005 7.025
C -0.076 -6.432 8.291
C -0.875 -5.317 8.527
C -1.649 -4.765 7.511
C -1.628 -5.342 6.247
N -0.912 -4.725 9.865
O -0.206 -5.224 10.727
O -1.647 -3.770 10.045
H -0.831 -6.915 5.021
H 0.551 -7.877 6.832
H 0.533 -6.863 9.077
H -2.270 -3.894 7.685
H -2.229 -4.920 5.449
```

***

Here is the molecule C4H6N2O at a distorted geometry from the OMol25 dataset. Energies are from the ωB97M-V functional and the def2-TZVPD basis.

Calculated values
SMILES: [H]/N=C/OCCC#N
HOMO, eV: -10.8
Charge: 0
F_max, eV/A: 1.13
ΔE to the lowest compared entry with this formula, charge and spin, kJ/mol: 183.6

Structure (XYZ):
```
13
C4H6N2O the ωB97M-V functional and the def2-TZVPD basis
N 1.954 -1.469 0.149
C 0.925 -1.145 0.794
O 0.738 0.120 1.271
C 0.246 1.080 0.353
C -1.170 0.715 -0.163
C -1.198 0.296 -1.567
N -1.219 -0.012 -2.682
H 1.910 -2.463 -0.075
H 0.107 -1.820 1.074
H 0.944 1.216 -0.480
H 0.196 2.009 0.924
H -1.580 -0.090 0.455
H -1.853 1.564 -0.053
```

***

Here is the molecule C8H9NO4 at a distorted geometry from the OMol25 dataset. Energies are from the ωB97M-V functional and the def2-TZVPD basis.

Calculated values
SMILES: CN/C(=C\O)O[C@@H]1OC=CC1=C=O
HOMO, eV: -7.8
Charge: 0
F_max, eV/A: 4.11
ΔE to the lowest compared entry with this formula, charge and spin, kJ/mol: 272.8

Structure (XYZ):
```
22
C8H9NO4 the ωB97M-V functional and the def2-TZVPD basis
C -2.196 -1.319 -0.376
C -1.140 -1.871 0.149
C -0.956 0.192 1.015
C -2.241 0.092 0.213
C -3.075 1.090 0.049
C 0.947 0.651 -0.424
C 2.576 0.493 1.456
C 0.477 0.241 -1.638
N 2.255 0.840 0.092
O -3.866 1.944 0.001
O -0.006 1.038 0.582
O -0.423 -1.102 0.984
O 1.188 -0.112 -2.716
H -2.847 -1.743 -1.125
H -0.907 -2.959 -0.139
H -0.988 0.391 2.198
H 1.704 0.608 2.065
H 2.775 -0.604 1.652
H 3.332 1.030 1.868
H -0.577 0.361 -1.819
H 2.870 0.313 -0.542
H 1.098 0.427 -3.544
```

***

Here is the ion C4H8N2 with charge +2 at a distorted geometry from the OMol25 dataset. Energies are from the ωB97M-V functional and the def2-TZVPD basis.

Calculated values
SMILES: CC1=[N+]=C1C[NH3+]
HOMO, eV: -21.4
Charge: +2
F_max, eV/A: 5.53
ΔE to the lowest compared entry with this formula, charge and spin, kJ/mol: 157.9

Structure (XYZ):
```
14
C4H8N2 the ωB97M-V functional and the def2-TZVPD basis
C 0.561 1.345 -0.113
C 0.159 0.017 0.043
C 0.184 2.665 -0.492
C -0.666 -1.248 -0.124
N 1.296 0.388 0.505
N 0.033 -2.276 0.604
H -0.559 2.615 -1.231
H 0.994 3.227 -0.807
H -0.080 3.284 0.392
H -0.818 -1.376 -1.165
H -1.769 -0.905 0.271
H -0.603 -3.012 1.130
H 0.815 -1.826 1.100
H 0.454 -2.897 -0.113
```

***

Here is a structure of composition C44H37As2BiN5O4 from the OMol25 dataset. Energies are from the ωB97M-V functional and the def2-TZVPD basis.

Calculated values
HOMO, eV: -10.6
Charge: +1
F_max, eV/A: 0.74
ΔE to the lowest compared entry with this formula, charge and spin, kJ/mol: 44.8

Structure (XYZ):
```
93
C44H37As2BiN5O4 the ωB97M-V functional and the def2-TZVPD basis
Bi -1.128 0.072 -0.096
O -2.080 1.115 -4.113
C -2.102 0.598 -3.030
N -1.972 1.222 -1.793
C -2.203 2.581 -1.642
O -2.319 3.409 -2.504
C -2.398 2.965 -0.186
C -3.046 4.141 0.137
C -3.304 4.405 1.471
C -2.869 3.510 2.439
C -2.200 2.370 2.042
N -1.988 2.107 0.750
C -2.352 -0.897 -2.907
C -2.925 -1.585 -3.959
C -3.197 -2.934 -3.791
C -2.878 -3.548 -2.589
C -2.301 -2.789 -1.589
N -2.047 -1.492 -1.754
H -3.339 4.808 -0.661
H -3.846 5.297 1.756
H -3.044 3.689 3.490
H -1.816 1.645 2.751
H -3.140 -1.055 -4.876
H -3.652 -3.503 -4.591
H -3.070 -4.599 -2.425
H -2.032 -3.224 -0.633
O -1.569 -0.749 2.132
N -2.742 -1.150 2.430
N -3.588 -0.950 1.511
O -3.275 -0.384 0.364
C -4.964 -1.352 1.691
C -5.895 -0.912 0.768
C -7.225 -1.268 0.947
C -7.600 -2.050 2.028
C -6.641 -2.495 2.930
C -5.310 -2.152 2.769
H -5.582 -0.302 -0.066
H -7.966 -0.930 0.236
H -8.639 -2.317 2.167
H -6.930 -3.119 3.764
H -4.555 -2.495 3.460
C 1.518 -1.942 1.042
C 2.250 -0.602 1.102
As 1.383 0.823 2.182
C 3.028 1.591 2.887
C 3.028 2.081 4.186
C 4.146 2.741 4.687
C 5.266 2.906 3.891
C 5.272 2.413 2.590
C 4.157 1.763 2.087
C 1.148 2.232 0.810
C 0.822 3.494 1.312
C 0.607 4.561 0.458
C 0.703 4.387 -0.921
C 1.030 3.145 -1.432
C 1.259 2.072 -0.568
As 1.583 -2.984 -0.644
C 3.447 -3.566 -0.608
C 3.984 -4.039 -1.805
C 5.320 -4.396 -1.885
C 6.137 -4.293 -0.765
C 5.602 -3.860 0.437
C 4.260 -3.502 0.516
C 1.843 -1.591 -2.000
C 0.901 -1.511 -3.025
C 1.032 -0.576 -4.049
C 2.129 0.271 -4.072
C 3.112 0.153 -3.096
C 2.975 -0.774 -2.074
H 0.459 -1.851 1.302
H 1.913 -2.634 1.788
H 2.406 -0.192 0.108
H 3.242 -0.723 1.536
H 2.158 1.941 4.818
H 4.137 3.125 5.699
H 6.135 3.420 4.278
H 6.145 2.545 1.964
H 4.169 1.404 1.064
H 0.746 3.644 2.384
H 0.364 5.534 0.865
H 0.530 5.220 -1.589
H 1.118 2.997 -2.501
H 1.546 1.121 -1.008
H 3.358 -4.121 -2.687
H 5.727 -4.752 -2.822
H 7.185 -4.549 -0.832
H 6.226 -3.794 1.318
H 3.865 -3.179 1.470
H 0.075 -2.211 -3.044
H 0.282 -0.514 -4.827
H 2.232 1.001 -4.864
H 3.993 0.782 -3.135
H 3.777 -0.889 -1.354
```

***

Here is a cluster of 4 separate species, C3H15N2O4 in total at a distorted geometry from the OMol25 dataset. Energies are from the ωB97M-V functional and the def2-TZVPD basis.

Calculated values
HOMO, eV: -13.6
Charge: +1
F_max, eV/A: 5.95
ΔE to the lowest compared entry with this formula, charge and spin, kJ/mol: 165.8

Structure (XYZ):
```
24
C3H15N2O4 the ωB97M-V functional and the def2-TZVPD basis
N 0.685 -0.369 0.872
C -0.219 0.712 0.426
C 0.482 1.555 -0.665
N 0.012 2.765 -1.134
C -1.162 3.462 -0.636
O 1.512 1.101 -1.122
H 0.872 -0.169 1.936
H 1.538 -0.199 0.242
H 0.240 -1.403 0.872
H -1.301 0.400 0.252
H -0.375 1.371 1.264
H 0.584 3.229 -1.931
H -2.005 3.703 -1.276
H -0.771 4.383 -0.217
H -1.578 2.804 0.130
H 0.768 -1.655 -1.288
H 1.291 -2.415 -2.491
O 1.082 -2.472 -1.466
H -1.109 -2.843 0.951
H -2.186 -2.038 0.177
O -1.747 -2.121 1.036
H 1.551 -3.356 0.671
H 0.892 -3.521 2.069
O 0.943 -2.923 1.329
```

***

Here is a cluster of 3 separate species, C17H17Cl5N3O2 in total at a distorted geometry from the OMol25 dataset. Energies are from the ωB97M-V functional and the def2-TZVPD basis.

Calculated values
HOMO, eV: -11.5
Charge: +1
F_max, eV/A: 2.27

Structure (XYZ):
```
44
C17H17Cl5N3O2 the ωB97M-V functional and the def2-TZVPD basis
O -0.969 2.904 -1.325
C -0.023 2.538 -1.948
Cl 1.550 2.297 -1.174
C -0.063 2.169 -3.414
N -0.639 0.836 -3.580
C 0.127 -0.293 -3.413
N 0.325 -0.831 -2.248
C 1.683 -1.440 -1.928
O 2.336 -1.841 -3.078
C 2.212 -0.891 -4.106
N 0.773 -0.881 -4.514
H 0.933 2.189 -3.834
H -0.715 2.860 -3.921
H -1.595 0.778 -3.879
H -0.015 -0.229 -1.494
H 2.226 -0.694 -1.358
H 1.522 -2.305 -1.302
H 2.819 -1.165 -4.951
H 2.480 0.112 -3.781
H 0.519 -1.867 -4.496
Cl -2.311 -2.612 1.459
C -0.820 -2.908 2.266
C 0.262 -3.430 1.578
Cl 0.112 -3.795 -0.114
C 1.471 -3.646 2.220
C 1.595 -3.340 3.565
C 0.513 -2.812 4.258
C -0.691 -2.593 3.610
H 2.308 -4.056 1.672
H 2.534 -3.513 4.069
H 0.608 -2.568 5.307
H -1.535 -2.177 4.142
Cl -3.660 0.556 2.587
C -2.506 1.816 2.340
C -1.536 1.732 1.352
Cl -1.437 0.342 0.305
C -0.626 2.763 1.182
C -0.682 3.879 1.997
C -1.653 3.968 2.984
C -2.562 2.938 3.153
H 0.125 2.691 0.410
H 0.031 4.680 1.861
H -1.705 4.838 3.622
H -3.322 3.000 3.919
```

***

Here is a structure of composition C10H17AuN3O5S at a distorted geometry from the OMol25 dataset. Energies are from the ωB97M-V functional and the def2-TZVPD basis.

Calculated values
2S+1: 3
HOMO (spin up / spin down), eV: -10.3 / -12.8
Charge: +1
F_max, eV/A: 1.52

Structure (XYZ):
```
37
C10H17AuN3O5S the ωB97M-V functional and the def2-TZVPD basis
Au 0.003 -0.328 0.914
O -0.531 1.779 1.573
C -1.516 2.527 0.838
C -1.142 2.654 -0.630
N -1.025 1.348 -1.277
C -2.154 0.644 -1.554
C -2.951 -1.002 0.238
O -3.713 -1.633 -0.371
O -2.338 -0.650 1.204
C 0.217 1.023 -1.968
C 1.487 1.297 -1.150
O 2.345 2.013 -1.612
O 1.632 0.705 0.014
H 0.315 2.248 1.550
H -1.631 3.511 1.291
H -2.447 1.978 0.962
H -0.187 3.173 -0.732
H -1.895 3.260 -1.140
H -2.100 -0.100 -2.337
H -3.098 1.160 -1.424
H 0.309 1.604 -2.888
H 0.186 -0.038 -2.224
S 0.791 -2.459 0.455
C 2.423 -2.004 -0.021
N 3.307 -1.657 0.889
C 4.662 -1.196 0.564
C 4.670 -0.628 -0.846
C 4.069 -1.641 -1.804
N 2.755 -2.057 -1.297
H 2.993 -1.657 1.846
H 5.355 -2.034 0.657
H 4.941 -0.439 1.294
H 5.694 -0.405 -1.142
H 4.096 0.299 -0.875
H 4.709 -2.519 -1.912
H 3.920 -1.207 -2.791
H 2.026 -2.326 -1.938
```

***

Here is a structure of composition C25H24AsBrN2O9S2Sn from the OMol25 dataset. Energies are from the ωB97M-V functional and the def2-TZVPD basis.

Calculated values
HOMO, eV: -8.5
Charge: 0
F_max, eV/A: 0.26
ΔE to the lowest compared entry with this formula, charge and spin, kJ/mol: 0.0

Structure (XYZ):
```
65
C25H24AsBrN2O9S2Sn the ωB97M-V functional and the def2-TZVPD basis
Sn -0.752 0.599 0.371
N 0.257 0.767 3.015
C 1.539 0.508 3.571
C 2.227 1.502 4.259
C 3.455 1.235 4.842
C 4.000 -0.038 4.768
C 3.324 -1.024 4.065
C 2.111 -0.760 3.440
C 1.494 -1.791 2.561
C 0.786 -2.886 3.038
C 0.284 -3.843 2.166
C 0.497 -3.715 0.803
C 1.222 -2.644 0.296
C 1.705 -1.706 1.186
H -0.063 1.698 3.249
H -0.430 0.097 3.339
H 1.787 2.489 4.343
H 3.977 2.021 5.371
H 4.948 -0.258 5.238
H 3.756 -2.013 3.961
H 0.624 -2.977 4.106
H -0.280 -4.682 2.551
H 0.103 -4.455 0.119
H 1.414 -2.556 -0.764
O 1.407 3.288 -1.615
As 0.951 3.586 0.068
O 2.051 2.256 0.785
O -0.464 2.646 0.303
C 3.360 2.262 0.482
C 4.201 3.316 0.831
C 5.559 3.243 0.576
C 6.118 2.118 -0.018
C 5.298 1.065 -0.379
C 3.929 1.152 -0.152
S 2.935 -0.201 -0.639
O 3.743 -1.225 -1.219
O 2.489 -0.610 0.826
O 1.762 0.215 -1.364
H 1.414 2.340 -1.830
H 3.774 4.183 1.318
H 6.195 4.072 0.859
H 7.183 2.062 -0.195
H 5.694 0.175 -0.849
C -2.075 0.017 -4.682
C -2.583 -0.684 -3.454
C -3.935 -0.936 -3.242
C -4.354 -1.548 -2.076
C -3.383 -1.886 -1.147
Br -3.906 -2.698 0.485
N -2.099 -1.655 -1.308
C -1.716 -1.075 -2.447
H -2.879 0.187 -5.396
H -1.296 -0.562 -5.178
H -1.650 0.987 -4.419
H -4.664 -0.643 -3.988
H -5.397 -1.741 -1.874
H -0.646 -0.904 -2.549
C -3.653 3.137 0.968
S -3.551 1.428 0.543
O -4.878 0.902 0.447
O -2.691 0.808 1.607
O -2.736 1.344 -0.696
H -3.973 3.205 2.005
H -4.384 3.602 0.310
H -2.665 3.571 0.827
```

***

| no. | energy (Eh) |
| --- | --- |
| 1 | -323.7271 |
| 2 | -1498.9352 |
| 3 | -392.2673 |
| 4 | -3388.0593 |
| 5 | -340.7250 |
| 6 | -665.8062 |
| 7 | -265.9143 |
| 8 | -6959.5272 |
| 9 | -533.5228 |
| 10 | -3273.4220 |
| 11 | -1465.3337 |
| 12 | -7574.3363 |